1.
DFT (ωB97M-V/def2-TZVPD) results for a molecular structure, C31H70I2N2O10P2S6 in a non-equilibrium geometry.

Element x y z (Å)
I 0.40 0.15 -4.37
I 2.41 2.48 -2.48
S 3.69 2.63 3.08
S -1.24 2.65 -10.06
S -2.72 -5.21 -1.30
S 5.04 1.37 6.97
S -2.37 3.48 -5.10
S -4.92 -0.31 -0.92
P 2.96 0.90 3.64
P -0.49 0.20 3.14
O -1.67 2.00 -8.80
O 0.31 -6.12 -0.46
O -3.03 -3.82 -0.88
O 0.48 0.60 0.57
O -2.65 4.81 -4.50
O -3.88 0.75 -0.81
O 3.57 1.19 6.84
O 1.78 -5.23 1.02
O 1.95 -1.38 2.23
O -0.70 3.36 1.22
N 0.81 -2.84 4.48
N 2.97 0.32 0.97
C -5.44 -0.36 -2.64
C -0.21 2.79 4.33
C 0.28 3.54 -9.70
C 2.21 0.00 2.12
C 0.05 0.57 -2.34
C -3.87 -5.62 -2.62
C 4.01 -0.29 0.56
C 2.18 -2.35 4.48
C 0.77 1.45 -1.63
C 1.30 -5.42 -0.25
C 5.46 0.99 8.68
C 0.53 1.78 -0.17
C -0.71 2.67 -0.01
C 3.93 -1.10 -0.71
C 1.59 -3.88 1.53
C 2.80 -3.57 2.38
C 0.02 4.56 1.19
C -1.08 -0.22 -1.75
C -3.44 -6.30 -0.07
C 5.36 3.13 7.06
C 0.83 0.73 1.93
C -3.01 2.24 -3.96
C 2.75 -2.19 3.08
C -1.22 1.72 3.90
C 2.10 -4.77 -1.36
C 5.38 -0.20 1.19
C -1.85 -0.44 2.09
C -1.47 -1.73 1.38
C -6.44 0.39 -0.27
C -2.26 4.12 -10.27
C -3.60 3.21 -6.38
H 4.48 -2.03 -0.61
H 1.03 1.78 2.16
H -1.38 0.16 -0.80
H -3.77 -6.68 -2.87
H -0.71 -1.23 -1.58
H 2.88 -1.28 -0.90
H -6.31 0.54 0.79
H 2.95 -4.37 3.09
H -3.28 3.79 -10.46
H -3.50 2.20 -6.77
H -2.41 2.26 -3.06
H -1.90 4.69 -11.12
H 1.37 2.41 0.12
H 4.30 -0.49 -1.53
H 2.81 -3.11 4.95
H 6.12 -0.28 0.40
H 0.45 3.11 3.53
H 1.46 -3.19 0.71
H 0.32 -2.39 5.24
H 0.56 4.14 -10.57
H 6.51 1.23 8.85
H 2.28 -1.44 5.08
H 5.58 -1.03 1.87
H 0.34 2.43 5.19
H -2.24 4.72 -9.36
H 5.29 -0.07 8.84
H 3.79 -1.88 3.13
H -0.76 3.38 -0.84
H 0.13 4.18 -8.83
H -4.49 -6.04 0.08
H -6.64 1.34 -0.76
H -3.40 3.92 -7.18
H -7.26 -0.31 -0.45
H -3.62 -5.01 -3.49
H 1.05 2.80 -9.49
H -2.21 0.32 1.39
H -0.76 3.66 4.67
H -4.05 2.47 -3.72
H -4.60 -0.73 -3.23
H 5.50 0.75 1.68
H 1.84 -5.23 -2.30
H -2.00 2.15 3.27
H -5.71 0.64 -2.97
H 6.41 3.30 7.28
H 1.10 4.41 1.33
H -3.35 -7.33 -0.40
H -1.94 -0.28 -2.40
H -4.60 3.38 -5.98
H 3.64 -3.56 1.69
H -2.68 -0.66 2.76
H 1.91 -3.70 -1.36
H -0.31 5.18 2.02
H -2.89 -6.16 0.86
H -0.14 5.12 0.26
H 1.98 1.07 4.62
H 4.83 1.58 9.35
H -2.94 1.25 -4.43
H -1.71 1.37 4.80
H -1.63 2.09 -0.04
H 3.15 -4.95 -1.16
H -0.47 -1.69 0.96
H 3.99 0.14 4.22
H 4.73 3.57 7.83
H 0.66 -3.91 2.09
H -6.28 -1.04 -2.74
H 0.32 -2.51 3.66
H -4.89 -5.40 -2.30
H -1.52 -2.57 2.07
H -2.16 -1.93 0.56
H 5.11 3.55 6.09

Electronic energy (Ha): -5752.01959
Spin multiplicity: 1
LUMO (eV): 0.374

---

2.
DFT (ωB97M-V/def2-TZVPD) results for 10 unconnected molecules or ions with the total composition C31H71N9O11 in a non-equilibrium geometry.

Element x y z (Å)
O -1.56 -5.45 -3.52
O 9.21 -10.34 -7.36
O 8.55 -9.31 -1.63
O 2.35 -10.64 -4.60
O -0.99 -12.10 -5.90
O -1.28 -11.65 0.73
O 0.66 -15.60 -5.15
O 3.45 -10.59 -6.66
O 2.01 -12.09 -9.79
O 2.89 -8.67 -12.52
O 4.45 -7.16 -6.41
N -0.01 -10.14 -0.45
N 0.32 -10.55 -9.64
N 6.47 -9.02 -2.51
N 7.32 -11.71 -7.39
N -3.03 -13.13 -5.79
N -2.03 -5.31 -5.84
N -0.01 -15.64 -7.37
N 4.28 -9.15 -10.75
N 2.56 -6.04 -7.04
C 3.45 -9.50 -11.78
C -0.45 -14.74 -8.46
C 6.78 -11.20 -6.13
C 5.04 -9.35 -2.52
C -1.80 -5.97 -4.64
C 8.51 -11.28 -7.84
C 4.87 -10.16 -9.88
C -2.21 -5.95 -7.10
C -2.64 -14.01 -4.68
C 6.39 -12.59 -8.07
C -0.51 -10.71 0.69
C 0.52 -15.13 -6.26
C 1.74 -4.83 -6.80
C -0.43 -9.77 -8.70
C 0.96 -9.04 -0.51
C 0.38 -9.18 -4.93
C -0.28 -10.76 -1.70
C 3.32 -12.52 -5.37
C 6.83 -7.83 -3.26
C -0.52 -17.01 -7.42
C -2.15 -12.26 -6.28
C 1.17 -11.45 -9.13
C -1.87 -3.85 -5.93
C 3.03 -11.11 -5.62
C -4.46 -13.13 -6.05
C 4.61 -7.73 -10.49
C 7.37 -9.64 -1.72
C 3.75 -6.17 -6.42
C 2.04 -7.08 -7.97
C 1.90 -9.30 -4.68
C 0.15 -10.25 -11.08
H 6.01 -13.33 -7.36
H -0.25 -17.47 -6.47
H 2.54 -13.04 -5.91
H -0.45 -10.09 -7.66
H -2.24 -7.04 -7.17
H 4.33 -12.74 -5.71
H 5.67 -7.60 -10.74
H 1.14 -8.69 0.50
H -0.38 -13.71 -8.13
H 1.69 -6.66 -8.91
H 2.06 -8.84 -3.71
H -2.62 -11.70 -7.10
H 4.10 -6.99 -11.11
H 2.75 -7.91 -8.02
H 2.40 -8.72 -5.45
H 8.77 -11.81 -8.77
H 1.15 -7.49 -7.48
H -1.96 -7.06 -4.71
H -1.47 -15.05 -8.70
H 5.48 -12.04 -8.30
H 6.41 -12.00 -5.49
H -1.01 -3.62 -6.56
H 4.32 -11.09 -10.04
H -0.10 -10.12 -4.64
H -1.71 -13.64 -4.24
H 4.66 -10.06 -1.78
H -1.09 -11.48 -1.57
H 3.23 -10.57 -11.79
H -0.15 -17.51 -8.32
H 1.84 -9.48 -0.99
H -2.74 -3.51 -6.50
H 0.51 -8.21 -1.06
H -4.73 -14.12 -6.41
H -1.75 -3.29 -5.00
H 1.05 -11.41 -8.04
H 4.46 -7.41 -9.46
H 0.72 -14.07 -6.46
H -0.47 -10.00 -2.46
H -1.60 -17.08 -7.38
H 0.07 -8.96 -5.95
H 3.91 -5.35 -5.71
H 0.10 -8.29 -4.36
H 0.05 -8.79 -8.64
H -3.45 -14.13 -3.97
H -0.77 -10.77 -11.37
H -3.25 -5.72 -7.35
H 6.12 -7.01 -3.24
H 6.90 -8.07 -4.32
H 0.78 -5.10 -6.38
H 6.79 -13.12 -8.93
H 4.89 -9.74 -8.87
H -1.46 -9.68 -9.03
H -5.07 -12.96 -5.16
H 2.00 -4.17 -5.97
H 1.01 -10.57 -11.65
H -2.48 -15.03 -5.02
H 5.92 -10.33 -10.13
H 4.55 -8.41 -2.28
H 1.67 -4.26 -7.73
H -1.63 -5.57 -7.94
H 3.18 -12.85 -4.33
H 0.64 -11.22 -2.07
H 4.66 -9.68 -3.48
H -0.10 -10.18 1.55
H 7.52 -10.54 -5.67
H -4.68 -12.33 -6.77
H 5.91 -10.61 -6.42
H 0.28 -14.90 -9.26
H 0.06 -9.24 -11.48
H 7.83 -7.44 -3.08
H 6.87 -10.42 -1.12

Total charge: +1
<S²>: 0.780
Electronic energy (Ha): -2543.83155
Spin multiplicity: 2
LUMO (alpha / beta) (eV): -3.416 / -8.258

---

3.
DFT (ωB97M-V/def2-TZVPD) results for a molecular structure, C31H75BaN2O11 in a non-equilibrium geometry.

Element x y z (Å)
Ba 3.22 -2.58 -2.96
O 2.27 0.16 -3.55
O 0.65 -3.59 -2.70
O -1.24 2.70 -1.10
O 1.73 -1.17 -0.83
O 4.69 -0.33 -1.89
O -0.19 -0.95 0.07
O -4.16 2.32 0.04
O 3.09 2.15 -1.15
O 0.53 0.58 -1.40
O -0.27 -0.91 3.06
O -0.99 -3.07 -5.10
N 1.12 -0.76 3.24
N -4.73 1.32 0.72
C -0.65 -5.50 -2.25
C -4.96 0.13 -0.13
C -3.63 -0.46 -0.58
C -4.66 2.48 2.90
C 3.70 -0.39 4.62
C -5.79 0.50 -1.45
C 1.55 0.60 3.65
C 6.29 1.38 -2.52
C -1.99 -2.14 -4.77
C 0.05 -4.29 -1.65
C 2.38 1.29 -4.44
C 1.15 -2.28 5.28
C 0.69 -0.46 -0.77
C 0.85 1.07 4.95
C -5.13 0.04 2.84
C 5.93 0.26 -1.56
C 3.22 -1.67 3.95
C -5.83 -0.91 0.65
C -5.27 -1.26 2.02
C 3.11 0.75 3.72
C 1.19 1.55 2.51
C 1.72 -1.94 3.91
C 2.85 3.42 -0.58
C 3.45 1.04 -5.41
C 1.46 -3.17 3.00
C -1.47 -1.07 -3.78
C -2.83 0.90 2.36
C -0.92 3.10 -3.39
C -1.96 2.83 -2.21
C 3.85 3.61 0.56
C -4.32 1.21 2.15
H 1.84 0.43 -2.74
H -2.43 -1.72 -5.68
H 1.91 -4.08 3.39
H 0.07 -2.46 5.33
H 3.54 0.77 2.73
H 4.89 3.72 0.26
H 0.44 -3.42 2.70
H 4.40 0.72 -4.98
H -2.97 0.19 -1.17
H 7.00 2.04 -2.03
H 0.11 1.53 2.34
H -5.95 -0.36 -2.10
H -0.83 -0.39 -4.34
H -4.26 -1.64 1.89
H -1.31 3.38 -4.37
H 3.83 -2.52 4.26
H 0.81 -4.57 -0.92
H -0.18 0.71 4.96
H -0.29 2.21 -3.40
H 4.11 0.32 -1.49
H 3.40 1.69 4.17
H 3.59 4.54 1.07
H -2.66 3.67 -2.20
H 1.54 2.55 2.74
H -4.61 -0.29 3.74
H -5.88 -1.97 2.57
H 6.77 -0.43 -1.59
H -1.44 -5.11 -2.89
H -3.84 -1.40 -1.08
H -2.89 -2.64 -4.39
H -1.52 -3.82 -5.36
H 3.57 -1.63 2.92
H -0.43 -0.65 2.15
H -5.22 1.11 -2.16
H 1.40 -1.44 5.93
H 1.63 -3.09 5.84
H 0.90 2.14 5.16
H -2.17 1.53 1.76
H 3.11 0.24 -6.06
H -2.35 -0.55 -3.42
H 3.34 -0.34 5.65
H -6.01 -1.77 0.01
H 1.42 1.44 -4.93
H -6.08 0.41 3.22
H -0.90 -1.44 -2.92
H 3.73 1.86 -6.07
H -2.58 1.00 3.41
H 1.87 -3.04 2.00
H -2.54 -0.12 2.13
H -0.01 -6.17 -2.82
H -2.93 -0.75 0.20
H -1.07 -6.11 -1.45
H -3.98 3.31 2.71
H -5.65 2.85 2.62
H 0.49 -1.56 0.37
H -2.50 1.90 -2.35
H 1.67 1.27 1.57
H 6.89 0.96 -3.33
H -6.60 1.16 -1.17
H 2.51 2.19 -3.83
H -0.03 -3.50 -3.38
H -3.29 1.94 -0.10
H -0.16 3.83 -3.12
H -0.73 1.89 -1.20
H 3.83 2.77 1.25
H 5.42 1.94 -2.87
H 5.88 0.62 -0.53
H 2.89 4.26 -1.27
H 1.17 0.57 5.87
H 4.79 -0.37 4.63
H 2.29 1.63 -1.23
H -4.83 2.31 3.97
H 1.82 3.39 -0.24
H -0.63 -3.61 -1.13
H -6.85 -0.56 0.78

<S²>: 0.750
Electronic energy (Ha): -2188.64620
Spin multiplicity: 2
LUMO (alpha / beta) (eV): 0.113 / 0.150